Entry 1:
C28H39Cl2FeN4O4 as an isolated structure in a non-equilibrium geometry. Source: the Open Molecules 2025 dataset; level of theory: the ωB97M-V functional and the def2-TZVPD basis.

CARTESIAN COORDINATES (ANGSTROEM)
O  1.906  1.356  -2.020
C  1.173  1.708  -2.999
C  0.919  3.242  -2.962
C  0.563  3.886  -1.779
H  0.328  3.299  -0.885
C  0.485  5.287  -1.766
H  0.187  5.778  -0.838
C  0.791  6.020  -2.915
H  0.758  7.108  -2.900
C  1.181  5.352  -4.091
H  1.431  5.897  -5.004
C  1.262  3.961  -4.105
H  1.571  3.381  -4.985
H  1.670  1.473  -3.966
C  -0.062  -0.280  -4.460
C  -0.362  0.896  -3.560
H  -0.386  0.012  -5.474
H  -0.660  -1.175  -4.174
H  1.018  -0.562  -4.448
C  -1.545  1.668  -3.626
C  -2.635  1.479  -4.621
H  -1.543  2.612  -3.054
H  -2.603  2.278  -5.377
H  -3.599  1.572  -4.112
H  -2.560  0.495  -5.105
Fe  -1.482  0.017  -2.002
Cl  -1.868  1.850  -0.771
Cl  -3.047  -1.343  -2.647
C  -3.093  -1.154  0.764
O  -1.885  -1.386  0.709
N  -3.997  -1.901  1.439
C  -3.610  -3.172  2.021
C  -5.409  -1.548  1.525
H  -3.555  -0.284  0.246
H  -2.553  -3.351  1.818
H  -4.219  -3.968  1.577
H  -3.794  -3.156  3.103
H  -5.545  -0.558  1.079
H  -5.746  -1.529  2.571
H  -6.032  -2.274  0.983
H  1.270  -4.738  -1.563
H  3.800  -3.769  -1.229
C  1.228  -3.921  -2.296
C  3.476  -2.959  -1.902
N  2.032  -2.789  -1.843
H  0.193  -3.603  -2.427
C  1.441  -1.617  -1.521
O  0.222  -1.430  -1.702
H  3.964  -2.023  -1.617
H  2.102  -0.846  -1.086
H  1.645  -4.299  -3.238
H  3.777  -3.233  -2.925
C  0.628  -0.157  5.679
N  0.106  0.038  4.340
N  0.870  -0.091  3.239
C  0.196  0.446  2.111
O  0.710  0.521  0.996
C  -1.083  0.852  2.668
C  -1.078  0.610  4.010
C  -2.118  0.862  5.035
C  2.141  -0.687  3.221
C  2.399  -1.837  3.980
C  3.712  -2.298  4.114
C  4.750  -1.679  3.393
C  4.453  -0.628  2.514
C  3.146  -0.151  2.401
H  -0.135  0.184  6.389
H  1.554  0.410  5.844
H  0.841  -1.216  5.853
H  -1.882  1.292  2.105
H  -2.285  -0.031  5.661
H  -1.859  1.718  5.682
H  -3.069  1.104  4.533
H  1.566  -2.341  4.470
H  3.914  -3.130  4.790
H  5.782  -2.018  3.512
H  5.244  -0.162  1.925
H  2.895  0.634  1.698

charge	-1
frontier orbital gap (spin up / spin down)	5.613 / 5.587	eV
expectation value of S²	6.022
LUMO energy (spin up / spin down)	2.2175 / 2.2173	eV
molar mass	622.40	g mol⁻¹
calculated total energy	-3794.447891	a.u.
spin multiplicity	5


Entry 2:
A 2-piece molecular cluster, C3H3Cl2N2 overall in a non-equilibrium geometry. Source: the Open Molecules 2025 dataset; level of theory: the ωB97M-V functional and the def2-TZVPD basis.

CARTESIAN COORDINATES (ANGSTROEM)
C  0.596  1.070  0.040
C  1.241  -0.169  0.078
C  -0.923  -0.442  0.015
N  0.246  -1.112  0.086
N  -0.711  0.879  -0.076
Cl  2.955  -0.463  -0.038
Cl  -2.514  -1.186  0.094
H  1.121  1.962  -0.054
H  0.281  -2.159  0.112
H  -2.292  1.620  -0.258

charge	+1
frontier orbital gap (spin up / spin down)	6.352 / 6.353	eV
LUMO energy (spin up / spin down)	-7.4109 / -7.4103	eV
molar mass	137.98	g mol⁻¹
calculated total energy	-1145.615372	a.u.
relative energy (zero: lowest compared OMol25 entry of this formula, charge and spin)	87.75	kcal/mol
spin multiplicity	1


Entry 3:
One molecule with the formula C3H5N3 in a non-equilibrium geometry. Source: the Open Molecules 2025 dataset; level of theory: the ωB97M-V functional and the def2-TZVPD basis.

CARTESIAN COORDINATES (ANGSTROEM)
N  0.555  -1.776  1.139
C  -0.238  -0.926  0.658
C  0.461  1.396  0.485
N  -0.282  1.529  -0.599
C  -0.566  0.439  -1.274
N  -0.439  -0.782  -0.729
H  0.498  -1.783  2.155
H  0.517  2.265  1.149
H  1.296  0.705  0.537
H  -1.021  0.515  -2.253
H  -0.798  -1.561  -1.276

frontier orbital gap (spin up / spin down)	7.721 / 7.715	eV
LUMO energy (spin up / spin down)	0.0341 / 0.0325	eV
molar mass	83.09	g mol⁻¹
calculated total energy	-281.462151	a.u.
relative energy (zero: lowest compared OMol25 entry of this formula, charge and spin)	80.26	kcal/mol
spin multiplicity	1


Entry 4:
C26H37BHgN8O5Sb as an isolated structure. Source: the Open Molecules 2025 dataset; level of theory: the ωB97M-V functional and the def2-TZVPD basis.

CARTESIAN COORDINATES (ANGSTROEM)
Hg  1.042  -0.832  -0.122
C  1.545  -0.532  4.455
C  0.593  -0.108  3.516
N  1.150  0.634  2.568
N  2.457  0.702  2.867
C  2.725  0.009  3.991
B  3.525  1.324  1.932
N  4.241  0.166  1.196
C  5.541  -0.173  1.282
C  5.728  -1.356  0.598
C  4.448  -1.681  0.121
N  3.571  -0.758  0.484
N  2.897  2.326  0.950
C  3.022  3.668  0.971
C  2.345  4.181  -0.115
C  1.836  3.039  -0.762
N  2.178  1.937  -0.115
H  1.398  -1.150  5.325
H  -0.466  -0.316  3.480
H  3.734  -0.060  4.364
H  4.357  1.907  2.593
H  6.228  0.453  1.826
H  6.645  -1.906  0.471
H  4.104  -2.532  -0.448
H  3.577  4.151  1.758
H  2.234  5.215  -0.394
H  1.245  2.956  -1.662
O  -5.010  -5.042  -0.514
C  -3.872  -5.401  -0.881
O  -3.524  -6.414  -1.514
C  -2.724  -4.429  -0.491
C  -3.002  -3.257  0.200
C  -1.964  -2.402  0.521
N  -0.697  -2.643  0.189
C  -0.408  -3.764  -0.478
C  -1.399  -4.683  -0.820
C  1.059  -4.020  -0.907
O  1.297  -5.131  -1.391
O  1.901  -3.085  -0.757
H  -4.028  -3.039  0.465
H  -2.143  -1.474  1.057
H  -1.138  -5.584  -1.354
C  1.670  -1.321  -3.619
N  0.239  -1.588  -3.660
C  -0.164  -2.959  -3.929
C  -0.643  -0.632  -3.277
C  -2.067  -1.085  -3.053
O  -0.313  0.538  -3.107
H  2.110  -1.486  -4.607
H  2.135  -1.978  -2.882
H  1.821  -0.285  -3.329
H  0.680  -3.478  -4.379
H  -0.999  -2.988  -4.631
H  -0.447  -3.521  -3.041
H  -2.526  -1.438  -3.979
H  -2.633  -0.241  -2.670
H  -2.110  -1.908  -2.337
C  -2.726  2.792  -2.208
C  -2.014  3.383  -0.995
Sb  -1.534  1.868  0.482
C  -3.566  1.844  1.278
C  -3.610  1.324  2.711
C  -0.786  3.264  1.958
C  -1.552  4.573  2.093
H  -2.978  3.560  -2.947
H  -3.664  2.310  -1.916
H  -2.103  2.041  -2.695
H  -2.630  4.142  -0.506
H  -1.075  3.860  -1.285
H  -4.155  1.196  0.625
H  -3.993  2.849  1.209
H  -3.175  0.323  2.781
H  -4.632  1.258  3.097
H  -3.042  1.967  3.387
H  0.257  3.438  1.691
H  -0.761  2.715  2.899
H  -1.481  5.172  1.183
H  -1.161  5.184  2.914
H  -2.615  4.406  2.290

charge	-2
frontier orbital gap (spin up / spin down)	5.713 / 7.429	eV
expectation value of S²	0.753
LUMO energy (spin up / spin down)	4.2678 / 4.2592	eV
molar mass	874.80	g mol⁻¹
calculated total energy	-2245.862345	a.u.
relative energy (zero: lowest compared OMol25 entry of this formula, charge and spin)	4.22	kcal/mol
spin multiplicity	2


Entry 5:
C16H24AgO12 as an isolated structure in a non-equilibrium geometry. Source: the Open Molecules 2025 dataset; level of theory: the ωB97M-V functional and the def2-TZVPD basis.

CARTESIAN COORDINATES (ANGSTROEM)
Ag  -0.631  0.031  0.427
C  -6.341  3.216  -1.655
C  -4.783  3.365  -1.750
C  -4.081  4.428  -0.900
O  -2.995  3.683  -0.454
C  -3.282  2.396  -0.427
O  -2.657  1.534  0.211
O  -4.323  2.202  -1.192
H  -6.561  4.060  -1.001
H  -6.775  2.239  -1.441
H  -6.767  3.633  -2.568
H  -4.500  3.525  -2.790
H  -4.653  4.809  -0.054
H  -3.852  5.330  -1.467
C  2.956  5.601  -0.197
C  2.212  4.917  0.992
C  0.857  5.349  1.412
O  0.034  4.296  1.025
C  0.728  3.259  0.460
O  0.211  2.272  -0.061
O  1.957  3.646  0.444
H  2.988  6.670  0.012
H  2.441  5.513  -1.153
H  3.982  5.237  -0.249
H  2.893  4.992  1.839
H  0.552  6.284  0.943
H  0.807  5.384  2.500
C  -0.850  -6.842  1.095
C  -0.509  -5.695  0.143
C  -1.598  -5.397  -0.988
O  -1.977  -4.033  -0.930
C  -1.280  -3.528  0.063
O  -1.473  -2.371  0.467
O  -0.310  -4.402  0.612
H  -1.161  -7.627  0.406
H  -1.801  -6.663  1.597
H  -0.141  -7.179  1.852
H  0.383  -5.944  -0.431
H  -2.540  -5.783  -0.599
H  -1.185  -5.661  -1.961
C  5.845  -2.706  0.323
C  4.291  -2.760  -0.042
C  3.525  -3.796  0.836
O  2.360  -3.062  1.116
C  2.467  -1.813  0.705
O  1.557  -0.987  0.738
O  3.603  -1.551  0.247
H  6.201  -3.682  -0.005
H  5.984  -2.556  1.394
H  6.468  -2.143  -0.371
H  4.229  -2.844  -1.127
H  4.068  -4.143  1.715
H  3.429  -4.704  0.240

charge	+1
frontier orbital gap (spin up / spin down)	6.610 / 6.725	eV
expectation value of S²	2.002
LUMO energy (spin up / spin down)	-1.5739 / -6.4610	eV
molar mass	516.22	g mol⁻¹
calculated total energy	-1673.490537	a.u.
spin multiplicity	3


Q: Number 5 is which compound?
A: C16H24AgO12


Q: Which of these has the highest molar mass?
A: C26H37BHgN8O5Sb


What did the fourth record say?
C26H37BHgN8O5Sb as an isolated structure. Source: the Open Molecules 2025 dataset; level of theory: the ωB97M-V functional and the def2-TZVPD basis.

CARTESIAN COORDINATES (ANGSTROEM)
Hg  1.042  -0.832  -0.122
C  1.545  -0.532  4.455
C  0.593  -0.108  3.516
N  1.150  0.634  2.568
N  2.457  0.702  2.867
C  2.725  0.009  3.991
B  3.525  1.324  1.932
N  4.241  0.166  1.196
C  5.541  -0.173  1.282
C  5.728  -1.356  0.598
C  4.448  -1.681  0.121
N  3.571  -0.758  0.484
N  2.897  2.326  0.950
C  3.022  3.668  0.971
C  2.345  4.181  -0.115
C  1.836  3.039  -0.762
N  2.178  1.937  -0.115
H  1.398  -1.150  5.325
H  -0.466  -0.316  3.480
H  3.734  -0.060  4.364
H  4.357  1.907  2.593
H  6.228  0.453  1.826
H  6.645  -1.906  0.471
H  4.104  -2.532  -0.448
H  3.577  4.151  1.758
H  2.234  5.215  -0.394
H  1.245  2.956  -1.662
O  -5.010  -5.042  -0.514
C  -3.872  -5.401  -0.881
O  -3.524  -6.414  -1.514
C  -2.724  -4.429  -0.491
C  -3.002  -3.257  0.200
C  -1.964  -2.402  0.521
N  -0.697  -2.643  0.189
C  -0.408  -3.764  -0.478
C  -1.399  -4.683  -0.820
C  1.059  -4.020  -0.907
O  1.297  -5.131  -1.391
O  1.901  -3.085  -0.757
H  -4.028  -3.039  0.465
H  -2.143  -1.474  1.057
H  -1.138  -5.584  -1.354
C  1.670  -1.321  -3.619
N  0.239  -1.588  -3.660
C  -0.164  -2.959  -3.929
C  -0.643  -0.632  -3.277
C  -2.067  -1.085  -3.053
O  -0.313  0.538  -3.107
H  2.110  -1.486  -4.607
H  2.135  -1.978  -2.882
H  1.821  -0.285  -3.329
H  0.680  -3.478  -4.379
H  -0.999  -2.988  -4.631
H  -0.447  -3.521  -3.041
H  -2.526  -1.438  -3.979
H  -2.633  -0.241  -2.670
H  -2.110  -1.908  -2.337
C  -2.726  2.792  -2.208
C  -2.014  3.383  -0.995
Sb  -1.534  1.868  0.482
C  -3.566  1.844  1.278
C  -3.610  1.324  2.711
C  -0.786  3.264  1.958
C  -1.552  4.573  2.093
H  -2.978  3.560  -2.947
H  -3.664  2.310  -1.916
H  -2.103  2.041  -2.695
H  -2.630  4.142  -0.506
H  -1.075  3.860  -1.285
H  -4.155  1.196  0.625
H  -3.993  2.849  1.209
H  -3.175  0.323  2.781
H  -4.632  1.258  3.097
H  -3.042  1.967  3.387
H  0.257  3.438  1.691
H  -0.761  2.715  2.899
H  -1.481  5.172  1.183
H  -1.161  5.184  2.914
H  -2.615  4.406  2.290

charge	-2
frontier orbital gap (spin up / spin down)	5.713 / 7.429	eV
expectation value of S²	0.753
LUMO energy (spin up / spin down)	4.2678 / 4.2592	eV
molar mass	874.80	g mol⁻¹
calculated total energy	-2245.862345	a.u.
relative energy (zero: lowest compared OMol25 entry of this formula, charge and spin)	4.22	kcal/mol
spin multiplicity	2


Q: What is the formula in the second record?
A: C3H3Cl2N2